## i
Entry from the Open Molecules 2025 dataset: a 2-piece molecular cluster, C7H13ClO2S overall (ωB97M-V with the def2-TZVPD basis set).

```
! RIJCOSX wB97M-V def2-TZVPD def2/J DEFGRID3
* xyz 0 1
Cl -4.242 0.822 -0.361
S -2.042 -0.931 -0.031
O -2.372 -0.929 1.342
O -1.458 -2.163 -0.507
C 0.058 0.210 0.759
C 0.631 -0.253 -0.349
C -0.760 1.489 0.772
C -3.179 -0.230 -1.219
C 0.306 -0.363 2.171
C 0.667 0.534 -1.621
C 1.445 -1.468 -0.434
H -1.343 1.732 -0.052
H 1.296 -2.140 0.319
H 1.275 -0.984 2.244
H 0.098 2.223 0.806
H -0.542 -0.856 2.523
H 2.389 -1.135 -0.468
H -3.751 -1.339 -1.190
H 1.719 0.732 -1.817
H 0.221 1.506 -1.660
H -1.303 1.662 1.674
H 1.261 -1.974 -1.475
H 0.255 -0.055 -2.356
H 0.397 0.474 2.829
*
```

Summary:
E_LUMO = -1.597 eV
Kohn-Sham gap = 7.073 eV


## ii
Entry from the Open Molecules 2025 dataset: C7H13ClO2S in the gas phase (ωB97M-V with the def2-TZVPD basis set).

```
! RIJCOSX wB97M-V def2-TZVPD def2/J DEFGRID3
* xyz 0 1
Cl -2.898 1.654 0.217
S -3.037 -0.397 0.165
O -3.971 -0.599 1.191
O -3.309 -0.824 -1.139
C -1.390 -0.900 0.657
C 0.970 0.311 -0.075
C -0.708 -1.747 -0.312
C -0.352 -0.274 -0.483
C 2.030 -0.546 0.521
C 1.504 0.809 -1.398
C 0.578 1.471 0.934
H 0.205 -2.322 0.025
H 1.987 -0.096 -1.961
H 0.112 1.166 1.964
H -1.012 -2.317 -1.212
H 1.514 -1.054 1.311
H -0.227 1.959 0.429
H 1.324 2.363 1.157
H 2.638 -1.106 -0.214
H 0.786 1.378 -2.052
H 2.723 0.131 1.027
H -0.814 0.259 -1.168
H 2.413 1.470 -1.294
H -1.065 -0.791 1.709
*
```

Summary:
E_LUMO = 0.487 eV
Kohn-Sham gap = 10.648 eV


Relative energies, unit kJ/mol: i 271.6; ii 0.0


## i
Entry from the Open Molecules 2025 dataset: C23H27N3O3S as an isolated structure (ωB97M-V with the def2-TZVPD basis set).

```
! RIJCOSX wB97M-V def2-TZVPD def2/J DEFGRID3
* xyz 0 1
S 3.816 1.104 -1.029
O 2.214 -3.659 0.216
O 1.306 3.375 -1.290
O -0.579 1.247 1.663
N 2.186 1.828 0.719
N -2.446 0.633 0.932
N 1.834 -0.611 0.072
C -4.714 -2.623 -0.716
C -3.351 -2.769 -0.548
C -6.678 -1.158 -0.845
C 4.255 -2.577 -0.212
C -0.652 4.212 -0.462
C 0.268 4.359 0.810
C -3.151 -0.475 0.271
C -1.244 0.571 1.117
C -5.121 -1.300 -0.594
C -2.531 -1.832 -0.155
C -1.135 -1.826 0.309
C 2.926 -2.553 -0.167
C 2.541 3.058 0.577
C 3.423 -4.599 0.594
C 1.632 4.107 -0.060
C 0.935 -0.897 1.291
C -4.408 -0.160 -0.025
C 4.427 -3.765 0.429
C -5.175 1.118 0.290
C -0.529 -0.571 0.900
C 2.440 0.680 0.036
C -0.071 3.296 -1.394
C 2.075 -1.483 -1.135
H -6.772 -0.417 -1.525
H 0.357 5.466 0.850
H -1.695 3.701 -0.066
H 1.391 -0.396 2.070
H -2.860 -3.590 -0.928
H -7.122 -2.140 -1.442
H -0.875 5.104 -1.120
H 1.142 1.687 1.350
H -2.938 1.395 1.018
H 2.968 -5.535 0.824
H -4.661 1.926 -0.226
H 2.171 4.786 -0.365
H -7.276 -0.853 0.172
H -0.289 2.234 -1.021
H -6.176 1.012 0.138
H 0.178 3.608 1.434
H 5.450 -4.422 0.648
H 4.867 -1.782 -0.529
H -4.970 1.315 1.313
H -0.534 3.143 -2.285
H -5.209 -3.272 -1.465
H 2.627 3.572 1.824
H 2.686 -1.080 -1.834
H 3.509 2.940 0.143
H 1.292 -1.811 1.290
H -0.821 -2.658 0.154
H 1.170 -2.024 -1.226
*
```

Summary:
E_LUMO = -0.468 eV
Kohn-Sham gap = 6.637 eV


## ii
Entry from the Open Molecules 2025 dataset: C23H27N3O3S in the gas phase (ωB97M-V with the def2-TZVPD basis set).

```
! RIJCOSX wB97M-V def2-TZVPD def2/J DEFGRID3
* xyz 0 1
S 2.087 -0.338 -0.888
O 1.565 -1.087 -1.994
O 2.624 0.974 -1.115
O -0.619 1.669 1.891
N -2.608 1.518 0.813
N -3.592 0.731 0.318
N 0.919 -0.249 0.306
C -2.685 -0.075 -2.970
C -0.780 -1.182 2.470
C 5.175 -1.470 1.441
C -1.343 -0.522 1.212
C 3.246 -2.698 -0.123
C 3.307 -1.322 -0.036
C -2.314 1.203 -3.351
C -0.411 -0.717 -0.015
C -2.048 -0.694 -1.911
C -1.960 3.950 0.949
C 4.160 -3.464 0.579
C -1.032 -0.046 -1.221
C -2.863 2.850 0.546
C -4.041 2.879 -0.142
C 4.263 -0.699 0.742
C -0.655 1.230 -1.616
C -1.294 1.850 -2.677
C -1.779 -1.111 3.620
C -1.470 0.974 1.382
C 6.138 -3.685 2.111
C -5.675 1.012 -0.929
C -4.457 1.525 -0.257
C 5.132 -2.860 1.369
H -0.318 -1.790 -0.217
H 4.121 -4.541 0.513
H -2.368 4.899 0.610
H 0.146 -0.681 2.752
H 5.929 -0.992 2.049
H -1.987 -0.076 3.880
H -2.323 -0.933 0.963
H -4.552 3.741 -0.519
H 4.286 0.378 0.776
H 0.150 1.742 -1.110
H -0.992 2.843 -2.974
H 0.925 0.648 0.774
H -2.716 -1.591 3.346
H -3.473 -0.591 -3.499
H -5.629 1.238 -1.993
H 5.770 -4.695 2.274
H 6.376 -3.235 3.071
H -1.838 3.973 2.031
H -0.546 -2.224 2.245
H 2.492 -3.145 -0.752
H -2.813 1.691 -4.176
H -0.971 3.807 0.515
H -2.341 -1.690 -1.613
H -6.565 1.486 -0.518
H -5.740 -0.063 -0.796
H -1.379 -1.611 4.500
H 7.060 -3.750 1.534
*
```

Summary:
E_LUMO = 0.746 eV
Kohn-Sham gap = 9.549 eV


Relative energies, unit kJ/mol: i 1730.9; ii 0.0


## i
Entry from the Open Molecules 2025 dataset: an isolated ion of composition C4H7N2O4PS and charge -2 (ωB97M-V with the def2-TZVPD basis set).

```
! RIJCOSX wB97M-V def2-TZVPD def2/J DEFGRID3
* xyz -2 1
S 1.758 -0.646 -0.503
P 3.768 0.024 -0.392
O -2.288 2.348 -0.086
O -2.491 -2.433 -0.853
O -0.204 2.983 -0.055
O -0.846 -2.148 0.706
N 0.772 0.713 -0.505
N 1.523 -1.333 1.073
C -0.612 0.635 0.041
C -1.079 2.119 -0.024
C -1.500 -0.288 -0.796
C -1.576 -1.801 -0.285
H -2.454 0.098 -0.853
H 1.159 -0.595 1.637
H 1.186 1.656 -0.258
H -0.510 0.421 1.158
H 3.527 0.485 0.880
H 0.897 -2.085 0.897
H -1.031 -0.152 -1.783
*
```

Summary:
E_LUMO = 5.884 eV
Kohn-Sham gap = 7.032 eV


## ii
Entry from the Open Molecules 2025 dataset: an isolated ion of composition C4H7N2O4PS and charge -2 (ωB97M-V with the def2-TZVPD basis set).

```
! RIJCOSX wB97M-V def2-TZVPD def2/J DEFGRID3
* xyz -2 1
S -1.590 0.764 -0.421
P -3.548 0.008 -0.219
O 1.160 2.063 1.057
O 0.357 -3.013 -0.744
O 1.635 2.508 -1.102
O 2.018 -2.585 0.711
N -1.595 1.740 0.930
N -0.810 -0.607 0.010
C 1.473 0.132 -0.553
C 1.042 -2.261 0.014
C 1.472 1.744 -0.135
C 0.567 -0.734 0.318
H -1.933 1.267 1.733
H -3.192 -0.834 -1.280
H 2.559 -0.228 -0.416
H 1.202 -0.020 -1.598
H 0.839 -0.419 1.266
H -1.151 -1.343 -0.669
H -0.504 1.819 1.097
*
```

Summary:
E_LUMO = 6.100 eV
Kohn-Sham gap = 7.031 eV


Relative energies, unit kJ/mol: i 0.0; ii 15.3


## i
Entry from the Open Molecules 2025 dataset: C4H8N4 in the gas phase (ωB97M-V with the def2-TZVPD basis set).

```
! RIJCOSX wB97M-V def2-TZVPD def2/J DEFGRID3
* xyz 0 1
N 0.747 -1.040 0.205
N -2.273 0.864 0.443
N -0.070 0.078 0.011
N -1.544 -1.182 -0.556
C 2.153 -0.499 0.495
C 0.669 1.210 -0.478
C -1.421 -0.169 0.032
C 2.012 0.763 -0.270
H -3.368 0.668 0.527
H 0.164 2.016 -1.152
H -1.919 1.374 1.288
H -2.524 -1.345 -0.657
H 0.880 -1.531 -0.709
H 2.095 -0.284 1.696
H 2.976 1.167 -0.585
H 3.204 -0.929 0.193
*
```

Summary:
E_LUMO = 0.828 eV
Kohn-Sham gap = 8.207 eV


## ii
Entry from the Open Molecules 2025 dataset: C4H8N4 in the gas phase (ωB97M-V with the def2-TZVPD basis set).

```
! RIJCOSX wB97M-V def2-TZVPD def2/J DEFGRID3
* xyz 0 1
N 0.783 1.482 1.171
N -1.334 0.213 -2.369
N 1.092 0.368 1.637
N -0.487 -0.558 -1.571
C 0.012 0.045 -0.430
C -0.217 -1.684 1.376
C 0.021 1.345 -0.007
C 0.711 -0.714 0.624
H -1.968 0.786 -1.774
H -0.882 -1.459 -1.416
H -0.763 0.876 -2.860
H -0.342 -2.604 0.795
H -1.216 -1.288 1.575
H 0.239 -1.941 2.359
H 1.691 -1.128 0.335
H -0.294 2.268 -0.463
*
```

Summary:
E_LUMO = 0.600 eV
Kohn-Sham gap = 9.440 eV


Relative energies, unit kJ/mol: i 211.6; ii 0.0


## i
Entry from the Open Molecules 2025 dataset: C4H8N4 in the gas phase (ωB97M-V with the def2-TZVPD basis set).

```
! RIJCOSX wB97M-V def2-TZVPD def2/J DEFGRID3
* xyz 0 1
N 1.272 -0.273 0.996
N 0.531 -0.191 3.119
N -1.392 1.256 0.105
N 0.133 -0.402 1.982
C -0.796 0.085 -0.337
C -1.452 -0.861 -1.020
C 1.557 -0.144 -1.414
C 0.739 -0.062 -0.149
H 1.747 -1.196 -1.643
H 1.035 0.311 -2.260
H -1.143 1.454 1.075
H -0.237 0.124 3.734
H -1.001 -1.823 -1.239
H -1.017 2.075 -0.374
H 2.511 0.366 -1.263
H -2.487 -0.719 -1.312
*
```

Summary:
E_LUMO = 0.219 eV
Kohn-Sham gap = 9.090 eV


## ii
Entry from the Open Molecules 2025 dataset: C4H8N4 in the gas phase (ωB97M-V with the def2-TZVPD basis set).

```
! RIJCOSX wB97M-V def2-TZVPD def2/J DEFGRID3
* xyz 0 1
N -0.199 -1.902 0.194
N -0.834 1.638 -0.223
N 0.408 1.632 0.513
N -2.673 0.131 -0.050
C 0.828 0.420 0.058
C -1.323 0.377 -0.069
C -0.257 -0.501 0.111
C 2.255 0.129 -0.245
H 0.242 -2.238 1.042
H 0.974 2.455 0.349
H -1.074 -2.394 0.068
H 2.850 1.037 -0.320
H 2.674 -0.505 0.540
H -2.960 -0.760 -0.428
H 2.324 -0.427 -1.181
H -3.234 0.910 -0.361
*
```

Summary:
E_LUMO = 0.927 eV
Kohn-Sham gap = 8.067 eV


Relative energies, unit kJ/mol: i 115.1; ii 0.0


## i
Entry from the Open Molecules 2025 dataset: C4H8N4 in the gas phase (ωB97M-V with the def2-TZVPD basis set).

```
! RIJCOSX wB97M-V def2-TZVPD def2/J DEFGRID3
* xyz 0 1
N -1.054 -0.369 1.408
N 2.270 -0.698 -0.191
N -2.428 0.140 -0.858
N 0.821 1.870 -0.916
C 0.967 -0.343 0.102
C 0.339 0.680 -0.766
C 0.201 -0.885 1.075
C -1.214 0.256 -1.245
H -1.109 0.248 -2.342
H -1.051 0.653 1.469
H 0.454 -1.825 1.557
H 0.231 2.414 -1.555
H 2.718 -1.266 0.520
H -2.488 -0.194 0.115
H 2.751 0.071 -0.658
H -1.408 -0.753 2.285
*
```

Summary:
E_LUMO = 0.611 eV
Kohn-Sham gap = 7.930 eV


## ii
Entry from the Open Molecules 2025 dataset: C4H8N4 in the gas phase (ωB97M-V with the def2-TZVPD basis set).

```
! RIJCOSX wB97M-V def2-TZVPD def2/J DEFGRID3
* xyz 0 1
N 1.626 -0.550 -1.221
N -1.548 1.803 1.304
N 0.293 0.675 0.106
N 2.565 0.412 -0.440
C -0.989 0.941 0.675
C 0.530 -0.493 -0.527
C -0.848 -1.379 -0.466
C -1.830 -0.308 0.153
H -0.622 -2.225 0.166
H 1.008 1.122 0.370
H 2.936 -0.376 0.317
H -0.649 2.478 1.535
H -0.771 -1.732 -1.579
H -2.773 -0.357 -0.274
H 3.355 0.590 -1.292
H -2.283 -0.601 1.174
*
```

Summary:
E_LUMO = 0.729 eV
Kohn-Sham gap = 9.421 eV


Relative energies, unit kJ/mol: i 0.0; ii 179.0